The following is a DFT calculation (ωB97M-V/def2-TZVPD) of a cluster of 4 separate species, C28H42B2F12N2O14S in total in a non-equilibrium geometry.

Atoms and positions in Å:
C 0.53818 -0.81464 -2.73894
O -1.04780 -1.29174 1.56031
H 2.82791 2.47124 1.32051
H 0.87507 -5.17501 -8.03882
O 3.95709 -2.95505 5.03957
C -7.61071 8.55191 2.35261
F -8.37894 9.43790 1.69347
C 4.65503 -2.46146 5.87533
B 0.40900 1.14025 2.11838
H -2.55802 1.21302 0.66484
C -6.74972 7.73924 1.37904
O -7.50019 6.83334 0.75583
C -0.85528 -6.39622 -7.57611
F -6.27211 2.26232 -0.78248
H -2.65917 -0.53987 -1.79344
F 1.79137 -5.05305 -3.25340
H 4.01852 -1.22229 2.40295
H -0.06821 2.38607 -3.42230
C -2.32642 -0.55106 -0.74291
O -0.22202 0.85457 3.32264
O -1.32409 1.51740 -2.24839
C -0.75930 -0.35243 -0.77146
H 0.26857 1.21538 4.07362
H -2.58880 -1.55285 -0.37126
O -0.77679 2.65963 -2.80780
O -0.40399 -1.26854 -1.79940
F -4.12023 1.29308 -2.16346
H -0.22208 3.15875 1.27805
C -5.15912 1.84907 -0.21390
C 4.37735 -4.30027 7.31228
C -4.17370 1.26805 -0.84006
C 1.92193 2.96278 0.92481
H 3.61015 0.71776 0.03197
H -5.30334 5.23036 1.08368
O 3.22572 2.38934 -3.00921
H 4.79789 -6.37861 6.93373
H 0.51908 1.38136 -1.37453
H 5.18458 -5.30766 5.57904
C -3.14315 0.52425 0.03255
H 0.80404 3.22020 2.74583
F 4.64472 -0.16735 6.50806
F -5.11046 2.01963 1.09174
H -5.66399 4.22328 -0.31810
H -0.66261 -4.33506 -8.13797
F -6.86426 9.24061 3.22033
F -0.18192 -4.27321 -3.59185
H 1.83385 2.66304 -0.12979
O 1.83556 1.59446 -4.55362
H 2.51668 2.98200 -2.71117
C -6.10005 4.86969 0.43109
C -0.10654 -0.80323 0.63325
F 6.57623 -1.07436 6.18149
H -6.15527 6.63085 -0.83052
H 1.72223 -2.40578 2.70216
H 4.38143 -4.42357 8.39439
O 4.95593 -3.00926 7.05125
C -0.10563 -5.08056 -7.57223
H 1.95104 -0.06091 -1.22723
H -1.82249 -6.28633 -7.08326
H 3.96523 -0.03755 -2.77802
F 1.54825 -3.13375 -4.21707
H 0.66801 -1.63577 -3.47004
H 2.32920 -1.63275 -1.93047
C 1.98214 -0.61228 -2.17721
C 5.30016 -1.07570 5.76242
B 1.94521 -0.61850 1.99477
C 1.00951 -5.06445 -5.50313
O 0.01691 -4.56354 -6.23530
S -0.73560 -4.39858 0.45083
C -0.51857 1.11990 -1.11946
H -3.78070 -0.02700 0.75085
H 6.23589 -5.33928 6.98436
H 3.02375 -0.77388 -4.05901
H -1.01569 -6.74201 -8.59719
C 5.19409 -5.39931 6.66559
H -0.79586 1.82331 -0.31274
H 2.12891 4.04826 0.97070
C 2.60784 1.35889 -3.68364
C 4.10614 -0.16176 0.47853
C 1.04008 -4.38440 -4.13030
H 3.33719 -4.32772 6.98715
C 0.12906 -3.07905 0.57602
H 3.73951 0.50342 2.54001
O 1.78818 -5.89553 -5.86652
C 0.64745 2.69900 1.77931
O -5.58369 7.92286 1.18811
H -7.60295 5.64105 -0.88931
F -8.43409 7.76963 3.06996
F 5.29789 -0.62891 4.50312
H -1.74646 -0.66190 1.78610
H 3.89872 -1.02246 -0.17118
O 1.53116 -1.50608 3.00613
H -0.30320 -7.16405 -7.03321
H 0.21660 0.03583 -3.37269
H 5.17715 0.08345 0.55526
C 3.51317 -0.37911 1.89778
C 2.95580 -0.04975 -3.23018
N 0.67860 -2.07113 0.26105
N 0.91378 0.10973 1.15244
H -6.78341 4.28759 1.05049
C -6.82819 6.02280 -0.22560

Cartesian forces, eV/Å:
1.6 -0.4 -1.4
-0.2 0.7 -0.1
-0.5 0.0 0.0
0.1 0.0 0.2
0.2 0.4 -0.2
-0.6 0.6 0.8
0.2 -0.2 -0.1
-0.3 -0.8 0.4
-0.2 1.7 -0.5
0.0 -0.1 -0.5
0.2 -0.6 -0.7
-0.2 0.4 0.2
0.0 -0.1 0.3
-0.3 0.2 0.1
0.4 0.1 0.4
0.0 0.0 -0.5
-0.3 0.3 -0.1
-0.3 -0.5 0.0
0.0 0.4 -0.1
0.7 -0.7 -0.5
-0.2 -1.7 0.2
-2.0 0.0 -0.1
-0.6 0.3 -0.1
0.4 0.4 -0.1
0.6 1.5 -0.1
0.4 0.9 0.1
-0.1 -0.5 -0.4
0.2 -0.2 0.4
-0.4 0.1 -0.3
-0.1 -0.7 0.2
1.5 -0.4 1.0
0.1 0.6 0.2
0.2 -0.4 0.0
0.0 0.1 -0.1
-0.4 -0.8 0.8
0.0 0.0 0.0
-0.2 -0.5 0.2
-0.1 0.0 0.0
-0.6 -0.7 -0.1
-0.4 0.0 -0.4
-0.1 -0.4 0.0
-0.7 -0.1 0.4
0.0 0.2 -0.1
0.0 0.1 0.3
0.1 -0.2 -0.3
0.1 -0.1 -0.4
-0.1 0.1 0.4
-1.3 0.3 -0.8
0.3 0.3 -0.4
0.1 0.4 0.5
1.2 -1.1 -0.5
-0.2 -0.3 0.0
0.0 0.1 0.2
0.2 0.1 0.6
0.1 0.3 0.0
0.0 0.5 -0.1
-0.2 -0.3 -0.6
0.3 0.0 -0.4
0.0 0.1 -0.1
-0.4 0.1 -0.1
0.3 -0.7 -0.6
-0.6 0.7 0.7
0.0 0.5 0.1
-0.9 -0.6 0.0
0.6 1.1 -0.1
0.3 -1.0 0.4
-0.2 -0.1 -1.0
0.2 0.2 0.4
0.6 0.2 0.8
0.5 1.3 -0.1
0.3 0.3 -0.1
-0.1 0.0 0.1
-0.3 0.6 0.0
0.0 0.1 0.0
0.2 0.1 -0.3
0.2 -0.7 0.0
0.0 -0.4 -0.3
0.8 -0.5 0.5
-0.4 0.7 0.6
-0.1 0.3 1.3
0.1 0.2 -0.2
-1.6 -2.7 -1.7
-0.1 -0.3 -0.3
0.1 0.1 0.4
1.2 -0.6 0.2
-0.1 0.3 0.3
-0.2 0.2 0.2
0.2 0.0 -0.2
-0.1 -0.3 0.2
0.3 0.1 -0.1
0.4 0.2 0.2
-0.2 0.3 -1.3
0.1 0.0 -0.1
-0.2 -0.1 0.8
-0.3 -0.4 -0.3
0.0 0.1 -0.4
1.1 -0.1 0.6
0.4 2.4 1.1
-1.0 0.1 1.1
0.0 0.0 -0.1
0.3 -0.5 -0.4

Its SMILES is CCB(O)N(B(O)CC)[C@](O)(N=C=S)[C@@](CCC(F)=C(F)F)(COO)OCCCC(=O)O.CCOC(=O)C(F)(F)F.CCOC(=O)C(F)(F)F.CCOC(=O)C(F)(F)F. The net charge is 0. For the electronic energy, the calculation gives -3901.25124 a.u. As for the HOMO-LUMO gap: 0.340 Eh. The calculation puts the largest force on an atom at 3.6 eV/Å. The multiplicity is 1.

Löwdin population analysis, charges in e, atoms 1 to 8: C -0.1768; O 0.0261; H 0.0661; H 0.1257; O 0.1712; C -0.5317; F 0.1611; C -0.3879

---

The following is a DFT calculation (ωB97M-V/def2-TZVPD) of a cluster of 2 separate species, C4H12NO2 in total in a non-equilibrium geometry.

Atoms and positions in Å:
H -0.56795 -1.27101 -1.04381
H 1.28709 -0.52132 0.30104
H -0.70364 1.69171 0.02880
C -0.16688 0.73392 -0.30181
H -1.73459 -0.05673 -1.58862
C -1.12901 -0.42501 -0.75100
H 3.32556 -0.37607 -3.59741
N 0.71083 0.86979 -1.40993
C 0.15831 -0.32939 2.08890
H -0.15848 -1.32435 1.64414
C 0.72673 0.24882 0.78832
H -1.43662 -0.22217 3.24218
H 0.75484 -0.46776 2.94818
O -1.01016 0.37158 2.53999
O -2.04953 -0.82642 0.36313
H 1.34206 1.13256 0.89947
H 0.55408 1.55353 -2.20094
H -2.90938 -1.01383 -0.10063
H 3.00672 0.23214 -3.85001

Cartesian forces, eV/Å:
0.9 -0.7 -0.1
1.0 -0.5 0.2
-0.1 -1.3 -1.1
1.2 3.8 -0.8
0.2 -0.1 0.2
-4.1 -1.4 0.4
0.2 -0.3 0.1
-2.0 -0.7 0.6
-3.1 -1.2 -2.1
0.2 0.5 1.4
1.4 0.3 1.7
0.8 1.4 -1.5
1.7 -0.1 0.3
-0.3 -1.1 1.1
1.1 0.8 -2.8
0.6 0.0 0.7
-0.4 0.0 1.2
0.9 0.5 0.7
-0.2 0.3 -0.2

As for the relative energy (zero: lowest compared OMol25 entry of this formula, charge and spin): 850.5 kJ/mol. The net charge is +1. For the electronic energy, the calculation gives -364.31129 a.u. As for the HOMO-LUMO gap: 0.167 Eh. The calculation puts the largest force on an atom at 4.3 eV/Å. The multiplicity is 1.

natural (NBO) population analysis, charges in e, atoms 1 to 8: H 0.2187; H 0.2362; H 0.3005; C -0.1674; H 0.2168; C -0.0077; H 0.0196; N 0.0340

---

The following is a DFT calculation (ωB97M-V/def2-TZVPD) of a structure of composition C55H38ClF4N16O3RbSSe in a non-equilibrium geometry.

Atoms and positions in Å:
C -2.61263 2.81320 -0.78581
C -2.30586 0.65799 3.09120
C 4.09571 0.43270 -3.88573
C 0.64330 1.79433 -3.52678
H -0.43682 -4.28202 3.51965
C 1.72283 -4.11834 -2.30473
N 1.69062 3.90850 3.39634
C -7.45555 -1.68199 -3.07018
H 5.29234 -2.02819 7.73050
C 3.76907 -4.27101 -4.38386
H 4.75512 3.73879 5.61691
C -3.79967 3.33551 -0.18442
C 1.06573 1.26715 -5.86143
O -2.20997 1.63168 -0.50496
F 1.09838 -2.06009 -3.27694
C 1.96651 1.35436 -3.20948
C -0.38728 -2.38934 2.52003
N -3.17771 3.16455 3.00995
C 2.62930 -5.16330 -2.40636
C 2.66832 -0.94207 4.32235
H 6.18596 -0.74180 5.89966
C -2.34065 -1.57011 4.21453
H -4.33861 2.66730 0.47569
N -1.40130 1.58524 2.83657
C 2.84310 -3.22602 -4.27395
C -1.81446 -0.75044 3.22600
C 1.89262 -3.14569 -3.28233
H -0.78268 2.07982 -5.06738
C 3.86432 3.81562 4.99579
N 2.38745 1.45518 -1.91812
C -3.91909 -2.37346 0.41763
H -3.36387 -3.29346 0.22073
H 2.18615 -2.28172 5.92716
C -0.82581 3.27354 -2.54030
H -1.90765 5.63468 -2.62110
H -2.05830 0.37719 -3.59733
N 5.28433 -2.42499 -7.07628
H -3.27028 -1.72375 1.00342
C -3.97410 2.13265 3.22901
C 3.64696 -0.14853 3.74518
H -4.79588 -2.62827 1.01384
H -5.92106 1.63333 3.25244
H -1.44353 4.76184 2.49410
H -7.38798 -2.35697 -3.92764
H 1.20329 5.69967 4.25495
C 4.21730 -1.59063 6.04972
N -0.86053 -1.15091 2.38543
C 3.01935 4.91031 5.10469
C 4.50388 0.53782 -2.59154
O 2.55837 -0.31074 1.44984
F 4.42350 -6.29522 -3.34387
C -4.33888 -1.70717 -0.87040
S 3.27356 0.68441 2.22889
C 0.63233 -4.88542 -0.11325
C -1.95056 3.68739 -1.71115
C 2.56295 2.86622 3.36339
H -8.07540 -2.16596 -2.31396
H -2.22224 -3.51909 5.11030
Se -1.69105 -0.60138 -0.99909
C -1.83813 -2.85547 4.34471
Cl -4.12799 7.08683 -1.56985
N -5.30378 2.40535 3.43820
C -5.61726 -1.95818 -1.36539
C -5.24182 -0.49230 -3.20571
C 2.94963 -1.65544 5.47538
H 1.68679 -1.00083 3.86312
C 0.22777 1.76215 -4.83658
O 4.51690 1.16211 1.66604
H 5.48888 0.21072 -2.28258
C 5.63001 -5.45982 -5.61135
C -2.43080 4.98842 -1.92367
H -3.12710 -1.19189 4.85299
C 5.03461 -3.26858 -6.32067
N 3.66312 2.81666 4.15808
N 4.52308 -2.36269 7.17684
C 5.19644 -0.79047 5.45459
H 5.65277 0.55795 3.83098
H -7.96495 -0.77608 -3.40497
N -0.23311 2.15203 -2.50019
H 0.69513 1.23520 -6.87905
C 4.91228 -0.07211 4.30735
N 6.33737 -6.35135 -5.82907
C 0.67299 -4.03095 -1.25910
H 0.39305 -2.68179 1.82551
H -3.06825 1.70966 -3.08048
C -0.84233 -3.28016 3.48171
C 2.31992 0.81592 -5.57478
N -3.61026 0.84600 3.28997
H -6.26543 -2.63552 -0.81588
H -5.59444 -0.01340 -4.11530
C -6.08273 -1.36744 -2.53041
C 4.77998 -4.33644 -5.41721
N -1.05528 3.83554 2.47294
F 2.57430 -6.17013 -1.51801
H 3.19747 5.71821 5.79959
C -3.54558 5.45330 -1.27702
H 3.73275 -2.64197 7.73218
C -3.95122 -0.22330 -2.76303
C 2.79529 0.86323 -4.24052
H -5.60026 3.30875 3.10874
H -3.47415 0.83657 -4.56760
N -1.29791 -2.43890 -1.40893
C -1.89479 2.83917 2.77984
F 2.84869 -2.24199 -5.18479
H -0.05116 3.72900 2.60573
N 2.24370 1.88508 2.49032
C 1.92732 4.88703 4.25266
C 3.60909 1.06441 -1.63526
H 2.96533 0.41477 -6.34824
H 4.74252 0.00184 -4.64285
C -3.50228 -0.85178 -1.59482
H -0.52045 4.01451 -3.29598
N 0.54466 -5.55749 0.82210
H -5.13626 4.98442 0.09230
C -4.24607 4.61430 -0.40459
H 3.92552 1.16116 -0.60099
C 3.60211 -5.23342 -3.38294
C -3.08856 0.72536 -3.55295
Rb 0.66105 0.92557 0.49200
C -0.35145 -3.14420 -1.33062

Cartesian forces, eV/Å:
0.0 -0.2 -0.2
0.1 -0.1 0.1
0.0 -0.1 -0.1
0.0 0.1 -0.1
0.0 0.0 0.0
-0.2 0.1 0.2
0.0 0.0 0.1
0.1 0.0 0.0
0.0 0.1 0.1
0.2 0.0 -0.2
0.0 0.0 0.0
0.0 0.0 0.0
0.0 0.0 0.1
-0.1 0.3 0.3
-0.1 0.1 0.0
0.0 0.0 0.1
-0.1 0.1 -0.1
0.0 0.0 0.0
0.0 -0.1 0.0
-0.1 0.0 0.1
0.0 0.0 0.0
-0.1 0.0 0.0
0.0 0.0 0.0
-0.1 0.0 -0.1
0.0 -0.1 0.0
0.1 0.0 -0.1
0.0 0.0 0.0
0.0 0.0 0.0
0.0 0.0 0.0
0.2 -0.1 0.0
0.0 0.0 -0.2
0.0 0.0 0.0
0.0 0.0 0.0
0.0 0.1 -0.1
0.0 0.0 0.0
0.0 0.0 0.0
0.0 -0.1 0.1
0.0 0.0 0.0
-0.1 0.0 0.0
0.1 0.0 0.0
0.0 0.0 0.0
0.0 0.0 0.0
0.0 0.0 0.0
0.0 0.0 0.0
0.0 0.0 0.0
0.1 0.0 0.0
0.2 0.1 0.2
0.0 0.0 0.0
0.0 0.0 0.1
0.8 -0.4 0.4
0.1 -0.1 0.0
0.0 0.0 0.1
0.5 0.3 0.3
0.0 0.1 -0.1
0.1 0.0 0.1
0.0 0.0 -0.2
0.0 0.0 0.0
0.0 0.0 0.0
-0.3 -0.4 -0.6
0.0 0.0 0.0
0.0 -0.1 0.0
0.1 0.0 0.0
-0.1 0.0 0.0
0.0 0.0 0.0
-0.1 0.0 0.0
0.1 0.0 0.0
0.0 0.0 0.0
0.1 -0.1 0.1
-0.1 0.0 0.0
-0.2 0.2 0.1
0.1 0.0 0.0
0.0 0.0 0.0
-0.1 -0.1 0.2
-0.1 -0.1 -0.2
0.0 -0.1 -0.1
0.0 -0.1 0.1
0.0 0.0 0.0
0.0 0.0 0.0
0.1 -0.2 0.2
0.0 0.0 0.0
-0.1 0.0 0.0
0.0 0.1 0.0
0.0 0.0 0.0
0.0 0.0 0.0
0.0 -0.1 0.0
0.0 0.0 -0.1
0.0 0.0 -0.1
0.1 0.0 0.0
0.0 0.0 0.0
0.0 0.0 0.0
0.0 0.0 0.0
0.2 0.0 -0.2
-0.2 0.0 0.0
0.0 -0.1 0.1
0.0 0.0 0.0
-0.1 0.0 0.1
0.0 0.0 0.0
0.1 0.1 -0.1
0.0 0.0 0.0
0.0 0.0 0.0
0.0 0.0 0.0
-0.2 0.0 0.0
-0.1 0.1 0.0
0.0 0.2 -0.1
0.2 -0.1 0.0
0.6 0.0 0.7
0.0 -0.1 -0.1
-0.1 0.1 0.0
0.0 0.0 0.1
-0.1 0.0 0.0
0.0 0.0 0.1
0.0 0.0 0.0
0.0 0.1 0.0
0.0 0.0 0.0
0.0 0.0 0.0
0.0 0.0 0.0
0.0 0.0 0.1
-0.1 -0.1 0.1
-1.7 0.9 -0.9
0.3 -0.2 0.1

As for the relative energy (zero: lowest compared OMol25 entry of this formula, charge and spin): 69.5 kJ/mol. The net charge is -2. For the electronic energy, the calculation gives -6904.09788 a.u. As for the HOMO-LUMO gap: 0.202 Eh. The calculation puts the largest force on an atom at 2.1 eV/Å. The multiplicity is 1.

Löwdin population analysis, charges in e, atoms 1 to 8: C -0.3920; C -0.2918; C -0.0106; C -0.2191; H 0.0995; C -0.0576; N 0.0854; C -0.0616

---

The following is a DFT calculation (ωB97M-V/def2-TZVPD) of a structure of composition C3H7NO2.

Atoms and positions in Å:
C 0.12415 -2.19970 0.51378
H -1.21962 2.22652 -0.81990
H 1.04817 -2.78758 0.48283
O 0.56686 1.26462 0.84561
H -0.55072 -2.66520 1.24087
N 0.40777 -0.83461 0.87993
O -0.46354 0.29453 -0.98060
C 0.14148 0.23727 0.19114
H 0.33568 2.08376 -1.67914
H -0.34720 -2.24287 -0.47503
C -0.63607 1.61422 -1.51102
H -1.16767 1.48564 -2.45382
H 0.85339 0.24203 1.56832

Cartesian forces, eV/Å:
0.0 -0.1 -0.1
0.1 -0.1 -0.1
-0.1 0.1 0.0
0.0 0.0 0.0
0.1 0.1 -0.1
0.0 0.1 -0.1
0.1 -0.1 0.2
0.0 -0.2 0.1
-0.1 -0.1 0.0
0.1 0.0 0.1
0.0 0.3 -0.1
0.1 0.0 0.1
0.0 0.1 0.0

As for the relative energy (zero: lowest compared OMol25 entry of this formula, charge and spin): 262.9 kJ/mol. The net charge is 0. For the electronic energy, the calculation gives -323.68082 a.u. As for the HOMO-LUMO gap: 0.371 Eh. The calculation puts the largest force on an atom at 0.3 eV/Å. The multiplicity is 1.

natural (NBO) population analysis, charges in e, atoms 1 to 8: C -0.4154; H 0.1972; H 0.1971; O -0.7108; H 0.1962; N -0.6553; O -0.4848; C 0.8321